C17H27F6N8P2PdS | ωB97M-V/def2-TZVPD

Summary:
ΔE to the lowest compared entry with this formula, charge and spin	1.084	eV
E_HOMO (alpha / beta)	-7.05 / -7.05	eV

The geometry in ORCA input format:
```
! wB97M-V def2-TZVPD RIJCOSX def2/J DEFGRID3
* xyz 0 2
Pd -0.341 0.215 -0.565
C -2.888 0.645 4.520
N -2.849 0.871 3.105
C -3.466 1.870 2.420
C -3.087 1.722 1.113
N -2.250 0.668 0.992
C -2.123 0.157 2.199
P -1.010 -1.170 2.761
C 0.497 -0.201 2.369
N 0.599 0.745 1.451
C 1.863 1.220 1.524
C 2.537 0.567 2.517
N 1.662 -0.324 3.055
C 1.940 -1.228 4.130
C -1.052 -2.261 1.297
N -1.313 -1.902 0.056
C -1.155 -3.003 -0.708
C -0.809 -4.064 0.082
N -0.758 -3.593 1.357
C -0.458 -4.377 2.517
H -3.832 1.005 4.926
H -2.068 1.166 5.021
H -2.794 -0.422 4.727
H -4.100 2.587 2.904
H -3.382 2.299 0.259
H 2.205 1.998 0.869
H 3.550 0.649 2.851
H 2.371 -0.684 4.972
H 2.639 -2.002 3.809
H 1.010 -1.697 4.450
H -1.294 -2.950 -1.771
H -0.596 -5.085 -0.158
H -1.066 -5.284 2.536
H -0.680 -3.791 3.409
H 0.597 -4.660 2.526
C 0.456 -0.325 -4.685
N 0.607 0.946 -4.022
C 1.878 1.577 -4.296
C -0.244 1.394 -3.087
S -1.612 0.514 -2.623
N -0.052 2.703 -2.660
C -0.636 3.099 -1.394
C -0.138 3.762 -3.649
H 0.459 -0.165 -5.765
H -0.474 -0.804 -4.392
H 1.292 -0.973 -4.423
H 2.666 0.836 -4.161
H 2.054 2.397 -3.606
H 1.906 1.935 -5.329
H -0.497 2.272 -0.659
H -1.706 3.320 -1.494
H -0.116 3.994 -1.045
H 0.137 3.395 -4.633
H 0.526 4.587 -3.373
H -1.167 4.145 -3.707
F 2.008 0.419 -1.212
P 2.387 -1.201 -1.219
F 3.724 -0.873 -0.388
F 2.723 -2.772 -1.254
F 3.149 -0.974 -2.621
F 1.592 -1.432 0.190
F 0.979 -1.466 -2.011
*
```

---

C17H27IO4 | ωB97M-V/def2-TZVPD

Summary:
SMILES string	C#CC[C@@H]1O[C@](I)(OCC)[C@@H](CCC(C)C)[C@@H]1CCC(=O)O
E_HOMO	-9.25	eV

The geometry in ORCA input format:
```
! wB97M-V def2-TZVPD RIJCOSX def2/J DEFGRID3
* xyz 0 1
C 0.900 2.934 5.217
C 1.081 2.119 4.060
C 1.191 0.922 2.896
C 1.493 1.590 1.430
O 0.480 2.539 0.860
C -0.026 2.105 -0.485
I 1.290 3.205 -1.843
O -1.488 2.209 -0.609
C -1.906 2.712 -1.927
C -3.551 2.546 -2.170
C 0.179 0.453 -0.325
C -0.091 -0.481 -1.642
C -1.476 -1.356 -1.611
C -1.902 -1.940 -0.140
C -2.468 -3.479 -0.139
C -3.144 -0.958 0.397
C 1.757 0.454 0.231
C 2.275 -1.047 0.701
C 3.203 -1.648 -0.549
C 4.827 -1.448 -0.290
O 5.490 -0.480 -0.966
O 5.631 -2.263 0.637
H 0.705 3.301 6.334
H 2.024 0.193 3.283
H 0.163 0.344 2.926
H 2.403 2.308 1.619
H -1.711 3.883 -1.966
H -1.410 2.142 -2.843
H -3.784 1.603 -2.861
H -3.897 3.491 -2.800
H -4.165 2.545 -1.174
H -0.399 0.262 0.674
H -0.193 0.269 -2.565
H 0.803 -1.199 -1.930
H -1.280 -2.311 -2.301
H -2.405 -0.808 -2.119
H -1.028 -1.884 0.658
H -3.422 -3.480 0.579
H -1.657 -4.129 0.448
H -2.736 -3.914 -1.192
H -3.163 0.048 -0.245
H -4.194 -1.466 0.208
H -3.014 -0.723 1.537
H 2.603 0.768 -0.515
H 2.878 -1.048 1.705
H 1.362 -1.782 0.802
H 2.980 -2.809 -0.681
H 2.953 -1.128 -1.576
H 5.838 -3.168 0.261
*
```

---

C17H27N2RuS | ωB97M-V/def2-TZVPD

Summary:
E_HOMO (alpha / beta)	-9.77 / -11.26	eV

The geometry in ORCA input format:
```
! wB97M-V def2-TZVPD RIJCOSX def2/J DEFGRID3
* xyz 1 5
C 0.316 3.658 -0.060
C 0.082 3.500 -1.511
C -0.697 4.377 0.763
C 1.730 3.758 0.345
H -0.561 5.470 0.687
H -0.610 4.117 1.829
H -1.724 4.167 0.448
H 0.528 4.332 -2.098
H -0.983 3.449 -1.733
H 0.573 2.581 -1.876
H 2.213 4.649 -0.090
H 2.293 2.891 -0.018
H 1.817 3.807 1.424
C -2.260 -0.989 -0.180
C -2.287 0.157 0.696
C -1.756 1.267 -0.044
H -2.695 0.239 1.696
C -1.336 0.769 -1.339
C -1.682 -0.605 -1.414
H -1.557 -1.207 -2.296
H -2.658 -1.983 0.057
H -1.854 2.306 0.257
H -0.911 1.349 -2.157
C 2.106 -0.318 2.283
C 0.920 -0.910 2.740
C -0.144 0.078 2.698
H 0.820 -1.938 3.090
C 0.448 1.314 2.207
C 1.838 1.018 1.889
H 2.587 1.715 1.508
H 3.085 -0.765 2.254
H -1.126 0.018 3.148
H 0.000 2.299 2.316
Ru -0.035 0.219 0.542
C -1.115 -4.344 -0.546
N -0.158 -3.311 -0.147
C 0.717 -2.754 -1.003
S 1.420 -1.147 -0.716
N 1.130 -3.390 -2.105
C 1.065 -4.827 -2.362
H -1.583 -4.166 -1.533
H -1.915 -4.352 0.191
H -0.621 -5.315 -0.538
H -0.380 -2.770 0.698
H 1.772 -2.849 -2.680
H 0.124 -5.081 -2.867
H 1.911 -5.066 -3.009
H 1.152 -5.416 -1.445
*
```

---

C17H27N3O | ωB97M-V/def2-TZVPD

Summary:
SMILES string	CCCCCCCCCC(=O)N/N=C(\C)c1cccnc1
ΔE to the lowest compared entry with this formula, charge and spin	1.425	eV
E_HOMO	-8.72	eV

The geometry in ORCA input format:
```
! wB97M-V def2-TZVPD RIJCOSX def2/J DEFGRID3
* xyz 0 1
C -6.753 -2.396 0.001
C -5.385 -1.970 -0.519
C -4.906 -0.676 0.134
C -3.536 -0.242 -0.381
C -3.057 1.046 0.283
C -1.686 1.484 -0.229
C -1.204 2.756 0.467
C 0.117 3.285 -0.087
C 1.282 2.324 0.135
C 2.613 2.995 -0.087
O 2.798 4.185 -0.210
N 3.683 2.136 -0.124
N 3.534 0.810 -0.019
C 4.523 0.000 -0.028
C 5.972 0.397 -0.114
C 4.172 -1.420 0.038
C 2.935 -1.827 0.545
C 2.625 -3.173 0.582
C 3.567 -4.079 0.113
N 4.734 -3.710 -0.385
C 5.026 -2.425 -0.425
H -7.075 -3.319 -0.476
H -7.495 -1.627 -0.205
H -6.718 -2.558 1.076
H -5.436 -1.830 -1.602
H -4.660 -2.763 -0.323
H -4.856 -0.817 1.216
H -5.633 0.116 -0.062
H -2.811 -1.037 -0.193
H -3.587 -0.093 -1.463
H -3.784 1.841 0.096
H -3.006 0.896 1.364
H -1.743 1.661 -1.305
H -0.972 0.676 -0.061
H -1.095 2.562 1.537
H -1.965 3.531 0.350
H 0.015 3.484 -1.156
H 0.358 4.233 0.398
H 1.274 1.956 1.165
H 1.223 1.456 -0.522
H 4.600 2.564 -0.256
H 6.263 0.557 -1.153
H 6.605 -0.377 0.309
H 6.150 1.320 0.438
H 2.246 -1.079 0.905
H 1.679 -3.515 0.971
H 3.383 -5.145 0.132
H 5.984 -2.191 -0.869
*
```

---

C17H27N3O9P2S2 | ωB97M-V/def2-TZVPD

Summary:
ΔE to the lowest compared entry with this formula, charge and spin	0.383	eV
E_HOMO	-8.74	eV

The geometry in ORCA input format:
```
! wB97M-V def2-TZVPD RIJCOSX def2/J DEFGRID3
* xyz 0 1
N -0.828 -4.413 2.254
C -0.921 -2.929 2.240
C -1.590 -2.375 0.974
C -0.652 -1.537 0.074
C -1.066 -0.064 0.091
C -0.109 0.901 -0.561
C 1.084 0.482 -1.075
C 1.946 1.391 -1.740
N 3.112 1.088 -2.309
S 3.658 2.483 -2.918
N 2.479 3.478 -2.504
C 1.565 2.744 -1.852
C 0.330 3.226 -1.319
C 0.034 4.692 -1.511
C 0.051 5.537 -0.210
C 1.054 5.042 0.841
S 1.988 6.315 1.691
O 1.686 6.203 3.089
O 3.377 6.222 1.371
O 1.483 7.732 1.176
C -0.469 2.299 -0.696
P -2.110 2.746 -0.035
P -1.868 2.901 2.125
O -1.794 4.313 2.532
O -0.541 2.119 2.547
O -3.127 2.212 2.831
H -1.670 -4.808 2.651
H -0.063 -4.630 2.879
H -1.471 -2.626 3.132
H 0.100 -2.559 2.279
H -2.475 -1.780 1.201
H -1.938 -3.228 0.395
H 0.386 -1.698 0.349
H -0.809 -1.898 -0.939
H -1.299 0.210 1.120
H -2.000 0.002 -0.473
H 1.404 -0.544 -1.031
H -0.940 4.807 -1.987
H 0.765 5.107 -2.195
H 0.322 6.548 -0.509
H -0.942 5.628 0.214
H 0.503 4.548 1.635
H 1.799 4.365 0.436
H 0.585 7.889 1.500
H -2.310 4.097 -0.330
H -0.549 1.902 3.490
H -3.674 1.725 2.202
C 0.648 -8.117 -2.503
C 0.825 -6.676 -2.098
C 0.576 -6.386 -0.636
O 0.183 -5.010 -0.673
C -0.386 -4.791 -1.877
O -1.000 -3.810 -2.149
O -0.164 -5.831 -2.716
H -0.340 -8.481 -2.218
H 0.730 -8.222 -3.585
H 1.406 -8.743 -2.032
H 1.810 -6.314 -2.406
H 1.460 -6.515 -0.017
H -0.247 -6.970 -0.216
*
```